The following is a quantum chemistry calculation of C38H29Br2F4GeN5OSeSiSn as an isolated structure, from the Open Molecules 2025 dataset.

Cartesian coordinates (Å):
Sn: -0.067 -0.202 -0.559
Br: -0.819 -0.636 4.513
C: 0.829 -0.479 3.627
C: 2.015 -0.462 4.381
C: 3.228 -0.291 3.781
Br: 4.790 -0.233 4.844
C: 3.315 -0.132 2.377
C: 4.505 0.074 1.652
C: 4.464 0.228 0.293
C: 3.228 0.173 -0.361
N: 2.099 -0.015 0.289
C: 2.112 -0.168 1.639
C: 0.840 -0.343 2.254
O: -0.244 -0.346 1.521
H: 1.948 -0.572 5.455
H: 5.446 0.109 2.185
H: 5.364 0.388 -0.283
H: 3.160 0.290 -1.437
C: 2.228 3.258 3.620
C: 2.848 3.421 2.389
C: 2.126 3.223 1.221
C: 0.776 2.857 1.263
C: 0.171 2.690 2.513
C: 0.888 2.897 3.680
Si: -0.088 2.552 -0.350
C: -1.790 3.194 -0.627
C: -2.105 3.753 -1.868
C: -3.411 4.090 -2.180
C: -4.426 3.852 -1.263
C: -4.128 3.305 -0.021
C: -2.820 2.982 0.296
H: 2.790 3.407 4.533
H: 3.892 3.703 2.339
H: 2.621 3.354 0.264
H: -0.857 2.359 2.585
H: 0.405 2.754 4.639
H: 0.845 2.877 -1.457
H: -1.328 3.902 -2.608
H: -3.644 4.514 -3.147
H: -5.452 4.080 -1.519
H: -4.921 3.116 0.691
H: -2.612 2.530 1.258
C: 3.560 -3.530 0.401
Ge: 2.607 -4.210 -1.168
C: 2.481 -2.778 -2.501
C: 3.549 -5.751 -1.915
C: 0.755 -4.708 -0.709
Se: -0.212 -3.298 0.239
C: 0.355 -3.679 2.054
H: 4.601 -3.330 0.141
H: 3.548 -4.246 1.223
H: 3.110 -2.599 0.746
H: 3.469 -2.383 -2.744
H: 1.869 -1.964 -2.110
H: 2.019 -3.135 -3.422
H: 4.547 -5.470 -2.254
H: 3.003 -6.160 -2.766
H: 3.652 -6.536 -1.167
H: 0.670 -5.608 -0.102
H: 0.191 -4.880 -1.626
H: 0.063 -4.699 2.295
H: -0.208 -3.001 2.689
H: 1.423 -3.528 2.182
F: -2.636 -0.581 0.428
C: -3.732 -1.382 0.461
C: -3.742 -2.373 1.387
F: -2.675 -2.483 2.185
C: -4.843 -3.248 1.565
C: -5.965 -2.910 0.757
C: -5.951 -1.902 -0.162
F: -7.036 -1.725 -0.920
C: -4.811 -1.094 -0.407
C: -4.718 -0.121 -1.423
C: -3.447 0.302 -1.880
N: -2.397 0.610 -2.249
C: -5.829 0.458 -2.090
N: -6.720 0.980 -2.601
F: -7.067 -3.655 0.846
C: -4.796 -4.353 2.434
C: -5.924 -5.159 2.747
N: -6.799 -5.857 3.019
C: -3.577 -4.803 3.012
N: -2.596 -5.215 3.456

Atomic forces in eV per Å
Sn 0.043 0.073 0.322
Br -0.033 -0.011 0.006
C 0.063 -0.014 0.022
C -0.044 0.000 0.033
C 0.006 0.012 -0.053
Br 0.009 -0.002 0.012
C -0.031 -0.014 0.042
C 0.030 0.010 -0.041
C 0.007 0.010 0.032
C -0.076 0.044 -0.022
N 0.134 -0.160 -0.112
C 0.154 -0.004 0.028
C -0.087 -0.036 0.059
O -0.074 0.062 -0.089
H 0.013 -0.001 -0.001
H 0.003 0.000 -0.005
H 0.005 0.000 0.004
H -0.004 -0.021 -0.016
C -0.010 -0.006 0.024
C -0.004 -0.005 -0.023
C 0.028 -0.003 0.013
C 0.026 0.005 -0.018
C -0.012 -0.007 -0.034
C 0.044 0.001 0.007
Si 0.011 0.090 -0.047
C -0.015 -0.073 0.006
C 0.041 0.008 0.005
C -0.041 -0.001 0.007
C -0.013 0.021 -0.006
C 0.016 0.010 -0.013
C -0.023 -0.026 -0.007
H 0.002 -0.003 0.000
H -0.001 0.005 0.000
H -0.008 0.013 0.005
H -0.025 0.026 -0.004
H 0.001 0.003 -0.003
H -0.068 0.047 0.002
H 0.003 0.002 0.003
H -0.001 -0.003 -0.002
H 0.002 -0.006 -0.003
H -0.002 -0.002 0.003
H 0.012 -0.029 0.014
C 0.002 -0.023 -0.029
Ge 0.016 -0.007 -0.024
C 0.034 -0.045 0.038
C -0.055 -0.027 0.015
C 0.099 0.178 -0.017
Se -0.183 -0.093 -0.120
C -0.012 -0.007 0.017
H -0.008 0.004 -0.009
H 0.003 -0.016 -0.009
H -0.025 0.015 0.033
H -0.002 -0.008 0.005
H -0.017 0.029 -0.016
H 0.002 -0.007 0.006
H -0.003 0.027 0.009
H 0.003 0.004 -0.001
H 0.000 -0.001 0.000
H 0.042 -0.012 0.034
H -0.005 -0.008 0.005
H -0.005 0.005 -0.014
H -0.010 0.022 0.030
H 0.011 0.008 -0.018
F -0.141 -0.050 0.041
C 0.061 0.090 -0.086
C 0.092 -0.051 0.072
F -0.044 -0.009 -0.010
C -0.011 0.054 -0.041
C -0.009 -0.035 0.011
C 0.008 0.030 -0.026
F 0.023 0.006 0.022
C 0.002 -0.106 0.065
C 0.111 0.098 -0.181
C -0.177 0.005 0.107
N 0.156 -0.069 -0.160
C -0.126 -0.047 0.154
N 0.048 0.032 -0.069
F 0.026 0.016 0.001
C -0.026 0.025 0.049
C -0.027 -0.062 -0.110
N -0.002 0.031 0.065
C 0.073 -0.025 0.012
N -0.011 0.016 -0.002

Values from the calculation:
**Highest occupied orbital energy (alpha / beta)**: -7.0 / -7.6 eV
**LUMO (alpha / beta)**: -2.896 / -1.922 eV


The following is a quantum chemistry calculation of an isolated ion of composition C3H4N5O2 and charge -1, from the Open Molecules 2025 dataset.

Cartesian coordinates (Å):
C: -0.599 1.991 0.349
C: 1.290 0.683 -0.067
C: -2.216 -1.077 -0.311
N: 0.711 1.703 0.139
N: -1.546 1.039 0.118
N: 2.166 -0.055 -0.671
N: -1.149 -0.135 -0.209
N: 3.060 -0.819 0.049
O: 3.239 -0.575 1.252
O: 3.652 -1.632 -0.649
H: -0.919 2.925 0.747
H: -2.303 -1.732 0.622
H: -3.231 -0.631 -0.246
H: -2.155 -1.685 -1.121

Atomic forces in eV per Å
C -1.466 -1.331 -0.708
C 1.979 -1.494 -0.373
C -1.791 0.904 4.080
N -0.779 0.692 0.728
N 0.687 0.475 0.727
N -0.634 0.245 -0.495
N 0.782 1.042 -0.195
N -0.866 0.938 0.162
O 0.247 -0.790 -0.967
O 0.243 0.034 1.097
H 0.104 0.429 -0.059
H 0.688 0.333 -0.922
H 0.418 0.340 -0.559
H 0.388 -1.816 -2.516

Values from the calculation:
**Highest occupied orbital energy (alpha / beta)**: -3.1 / -3.1 eV
**LUMO (alpha / beta)**: 4.033 / 4.032 eV
**Charge**: -1


The following is a quantum chemistry calculation of C38H48N2O2SbSe5W as an isolated structure, from the Open Molecules 2025 dataset.

Cartesian coordinates (Å):
W: 1.250 0.195 2.325
C: -5.825 -0.166 -1.696
C: -4.639 0.788 -1.844
C: -4.058 0.614 -3.256
C: -5.143 2.226 -1.677
C: -3.552 0.521 -0.803
C: -2.358 1.232 -0.848
C: -1.422 1.036 0.147
Se: 0.279 1.856 0.087
C: 1.069 0.527 -1.061
C: 1.181 0.778 -2.414
C: 1.764 -0.172 -3.259
C: 2.216 -1.350 -2.681
C: 2.116 -1.647 -1.316
C: 1.520 -0.683 -0.523
O: 1.377 -0.872 0.837
C: 2.644 -2.961 -0.733
C: 3.729 -2.665 0.315
C: 1.487 -3.739 -0.081
C: 3.259 -3.853 -1.813
C: 1.889 0.106 -4.758
C: 2.660 1.417 -4.968
C: 0.482 0.239 -5.358
C: 2.630 -1.015 -5.487
C: -1.634 0.177 1.235
O: -0.722 0.270 2.235
C: -2.772 -0.631 1.250
C: -3.694 -0.415 0.216
C: -3.046 -1.690 2.317
C: -1.877 -2.680 2.381
C: -3.284 -0.989 3.663
C: -4.297 -2.524 2.003
H: -6.557 0.046 -2.478
H: -5.520 -1.211 -1.804
H: -6.327 -0.046 -0.733
H: -4.851 0.715 -4.001
H: -3.297 1.365 -3.480
H: -3.606 -0.374 -3.372
H: -5.876 2.459 -2.452
H: -5.621 2.360 -0.704
H: -4.327 2.948 -1.757
H: -2.149 1.929 -1.651
H: 0.814 1.720 -2.803
H: 2.671 -2.090 -3.319
H: 3.328 -2.168 1.194
H: 4.181 -3.601 0.649
H: 4.521 -2.038 -0.105
H: 1.046 -3.196 0.753
H: 0.699 -3.948 -0.809
H: 1.859 -4.691 0.306
H: 4.098 -3.368 -2.319
H: 3.638 -4.760 -1.341
H: 2.523 -4.153 -2.563
H: 2.120 2.278 -4.569
H: 3.641 1.372 -4.488
H: 2.814 1.590 -6.036
H: -0.079 1.052 -4.891
H: 0.549 0.450 -6.429
H: -0.085 -0.685 -5.227
H: 3.635 -1.164 -5.086
H: 2.086 -1.962 -5.438
H: 2.733 -0.751 -6.541
H: -4.591 -1.013 0.223
H: -0.918 -2.190 2.506
H: -2.010 -3.374 3.212
H: -1.827 -3.255 1.452
H: -2.452 -0.338 3.928
H: -4.187 -0.374 3.615
H: -3.415 -1.730 4.456
H: -4.236 -2.992 1.018
H: -4.382 -3.319 2.746
H: -5.214 -1.929 2.050
C: 0.209 3.219 5.307
C: 1.311 4.052 5.326
C: 2.188 4.030 4.253
C: 1.982 3.124 3.233
N: 0.969 2.248 3.266
C: 0.067 2.340 4.254
C: 2.877 3.022 2.063
C: 3.770 4.018 1.703
C: 4.616 3.806 0.628
C: 4.570 2.585 -0.023
C: 3.638 1.649 0.386
N: 2.776 1.890 1.377
H: -0.513 3.205 6.109
H: 1.489 4.715 6.162
H: 3.042 4.690 4.226
H: -0.781 1.678 4.179
H: 3.803 4.947 2.254
H: 5.310 4.577 0.320
H: 5.248 2.344 -0.830
H: 3.593 0.673 -0.074
Se: -0.965 -3.896 6.198
Sb: -0.668 -1.588 6.179
Se: 0.685 -0.742 4.322
Se: 3.349 -0.149 3.308
Se: -1.221 0.070 7.730

Atomic forces in eV per Å
W 1.987 4.507 -2.418
C -0.026 -0.042 0.007
C 0.077 -0.099 -0.073
C 0.050 -0.016 0.009
C -0.024 0.038 -0.003
C -0.019 -0.003 -0.067
C 0.029 0.040 0.057
C -0.330 -0.105 0.069
Se 0.070 -0.312 -0.318
C 0.035 0.034 -0.154
C 0.073 -0.057 -0.038
C -0.018 0.074 0.019
C -0.005 -0.037 0.032
C 0.107 -0.287 -0.132
C -0.328 0.319 0.284
O 0.088 -0.446 -0.890
C -0.107 -0.002 0.074
C 0.054 -0.064 -0.033
C 0.042 -0.035 -0.029
C 0.005 0.016 -0.035
C -0.070 0.032 0.104
C 0.049 0.005 -0.026
C -0.019 -0.006 -0.040
C 0.026 0.006 -0.052
C 0.332 0.533 -0.328
O -0.835 -0.942 0.502
C -0.297 -0.036 -0.180
C 0.014 -0.019 0.106
C -0.088 -0.011 -0.013
C 0.009 -0.004 -0.105
C 0.051 -0.003 -0.008
C -0.032 0.106 0.027
H 0.007 0.003 0.034
H -0.019 0.051 0.003
H 0.025 -0.015 -0.040
H 0.025 0.023 0.018
H -0.020 -0.040 0.015
H -0.023 0.028 -0.006
H 0.014 -0.001 0.030
H 0.024 0.008 -0.015
H -0.030 -0.019 -0.008
H -0.031 -0.012 0.039
H 0.037 -0.029 -0.021
H -0.001 0.007 0.019
H -0.036 0.073 0.044
H 0.000 0.037 -0.035
H -0.003 -0.055 -0.011
H -0.018 0.026 0.023
H 0.043 -0.012 0.011
H -0.014 0.018 -0.041
H -0.019 -0.028 0.032
H -0.009 0.000 -0.018
H 0.031 0.015 0.015
H 0.021 -0.032 0.010
H -0.023 0.008 -0.020
H -0.024 0.011 0.044
H 0.016 -0.026 -0.014
H -0.003 -0.009 0.061
H 0.011 0.034 -0.003
H -0.034 -0.003 -0.023
H 0.035 0.034 0.011
H -0.022 -0.017 0.027
H 0.011 0.033 0.018
H 0.103 0.094 0.065
H -0.009 -0.021 -0.026
H -0.028 -0.019 0.039
H 0.057 0.039 -0.008
H 0.037 -0.043 0.033
H -0.059 -0.013 0.004
H 0.018 -0.012 0.064
H -0.006 0.033 -0.012
H 0.059 -0.044 -0.003
C -0.071 0.000 -0.018
C 0.066 0.072 0.035
C -0.029 0.192 0.021
C 0.241 0.147 -0.189
N 0.134 -0.675 0.045
C -0.238 0.088 0.007
C -0.105 0.263 0.209
C 0.067 0.101 0.022
C -0.004 0.054 0.043
C -0.011 -0.077 -0.017
C 0.038 0.021 -0.058
N 0.057 -0.706 -0.077
H -0.040 0.015 -0.015
H -0.016 0.011 -0.033
H -0.018 -0.008 0.017
H -0.023 -0.114 0.045
H -0.002 -0.010 -0.035
H 0.006 -0.040 0.020
H -0.033 0.029 -0.011
H -0.052 -0.023 -0.050
Se 0.163 0.088 -0.071
Sb -1.280 -0.171 0.431
Se 0.319 -2.412 3.307
Se -0.369 -0.222 -0.226
Se 0.155 0.068 -0.107

Values from the calculation:
**Highest occupied orbital energy**: -10.0 eV
**LUMO**: -4.273 eV
**Charge**: +1


The following is a quantum chemistry calculation of a 2-piece molecular cluster, C4H14N3O2 overall, from the Open Molecules 2025 dataset.

Cartesian coordinates (Å):
C: 0.782 -1.552 -1.218
C: 2.267 0.929 1.151
C: -2.258 1.556 -1.230
C: -1.401 0.002 0.390
N: -1.144 -0.250 1.708
N: 0.952 -0.305 -0.457
N: 1.926 -0.374 0.569
O: -1.878 -1.000 -0.343
O: -1.356 1.182 -0.097
H: 0.181 -2.374 -0.803
H: 0.330 -1.439 -2.287
H: 1.749 -1.950 -1.450
H: 2.657 1.483 0.290
H: 1.312 1.419 1.515
H: 3.141 0.872 1.871
H: -2.454 2.616 -0.954
H: -3.231 1.040 -1.117
H: -1.722 1.534 -2.185
H: -1.071 0.543 2.262
H: -1.352 -1.147 2.174
H: 2.789 -0.883 0.181
H: 1.570 -1.021 1.413
H: -1.789 -0.880 -1.382

Atomic forces in eV per Å
C 0.148 0.468 -0.868
C 0.460 1.126 -0.378
C -0.183 1.408 1.469
C 0.774 -2.182 -0.640
N -0.851 -1.299 -2.296
N -1.663 0.832 -0.804
N -0.217 -4.187 0.993
O 0.174 0.422 -1.455
O -0.683 0.782 0.221
H 0.042 0.087 0.569
H 0.648 0.648 1.816
H 0.875 -0.701 -0.225
H -0.343 0.305 0.241
H 1.425 -0.646 -0.225
H -1.504 -0.238 -0.461
H 0.135 -0.691 -0.552
H 0.782 -0.089 -0.469
H -0.209 -0.481 0.315
H 0.138 1.527 1.268
H 0.114 0.788 -0.895
H -1.003 0.884 0.882
H 0.963 1.241 -1.688
H -0.021 -0.003 3.183

Values from the calculation:
**Highest occupied orbital energy**: -11.0 eV
**LUMO**: -2.814 eV
**Charge**: +1


Let's list relative energy (zero: lowest compared OMol25 entry of this formula, charge and spin) in order: 1.800, 2.078, 2.644, 4.867 eV.
Let's list M in order: 1105.9, 142.1, 1265.2, 136.2 g/mol.